Density functional theory data (the ωB97M-V functional and the def2-TZVPD basis) for a cluster of 2 separate species, C5H5Cl in total in a non-equilibrium geometry.

Results
energy above the lowest of the compared OMol25 structures with the same formula, charge and spin	438.2	kJ/mol
LUMO energy	0.03803	hartree
spin multiplicity	1
SMILES	ClC1C=C1.C#C
frontier orbital gap	10.968	eV

Last column: Löwdin charge in e.
Atoms and positions in Å:
Cl1 3.358 -0.071 -0.764  0.49
C1 2.233 0.309 0.595  -0.67
C2 0.950 -0.367 0.923  -0.01
C3 0.849 0.716 0.216  -0.04
H1 2.953 0.799 1.267  0.07
H2 0.494 -1.252 1.055  0.06
H3 0.451 1.576 -0.216  0.08
C4 -2.966 -0.983 -0.607  -0.02
C5 -2.703 0.109 -0.892  -0.03
H4 -3.008 -2.014 -0.450  0.01
H5 -2.610 1.180 -1.127  0.04